1.
A structure of composition F6H16O8P at a distorted geometry, computed with ωB97M-V with the def2-TZVPD basis set.

The geometry in XYZ format:
```
31
Properties=species:S:1:pos:R:3:forces:R:3:lowdin_charge:R:1
P 0.17169 -0.03664 -0.25816 3.7 -1.1 -7.5 0.380
F -0.75071 -1.02097 0.60670 2.8 1.5 1.4 -0.098
F 0.22213 -1.26949 -1.33749 1.8 -0.5 1.8 -0.107
F -1.16938 0.37690 -1.04219 0.5 0.8 1.4 -0.161
F 1.12334 0.86056 -1.27775 -3.4 -4.2 -1.1 -0.137
F 0.21033 1.24538 0.72317 0.1 2.6 -5.6 -0.143
F 1.44961 -0.58702 0.57944 -3.7 7.8 -3.9 -0.096
O 0.13361 0.42626 2.55533 -0.2 -1.7 4.4 -0.030
H 0.69910 1.12993 2.87360 0.1 0.0 0.2 0.054
H 0.30289 0.38959 1.61393 0.3 -0.9 4.7 -0.117
O 2.99394 -1.74411 1.31576 4.7 -1.3 1.4 -0.075
H 2.54364 -2.38154 1.86997 0.3 0.3 -0.2 0.014
H 2.28970 -1.27794 0.86525 3.6 -2.7 1.2 -0.183
O -2.01589 1.15307 0.85001 -2.0 1.7 1.4 -0.047
H -1.76551 1.93041 1.34928 0.1 0.0 0.3 0.073
H -1.18504 0.77462 0.56246 -3.9 2.3 2.0 -0.059
O -2.81044 -0.87184 0.08318 -3.6 -1.4 -0.7 -0.064
H -2.53273 -1.40902 -0.65881 -0.2 -0.3 -0.1 0.029
H -1.99849 -0.66152 0.54441 -3.0 -0.2 0.0 -0.079
O 2.21203 2.02640 -0.08394 3.1 3.1 2.2 -0.048
H 1.34920 2.38376 -0.29382 0.6 0.5 0.0 0.035
H 2.06398 1.47906 0.68725 0.7 0.4 0.0 0.022
O 0.82663 -2.38279 1.27877 -2.0 -4.4 0.9 -0.063
H 0.55377 -3.24868 0.97545 -0.2 -0.4 0.2 0.078
H 0.57203 -1.78966 0.57194 0.3 -3.4 1.2 -0.020
O -0.86795 -0.41873 -3.18484 -0.6 -0.2 -2.4 -0.055
H -1.02161 -0.16208 -2.27558 -0.3 -0.7 -1.6 -0.086
H -0.61791 -1.34134 -3.13481 0.0 0.1 -0.2 0.029
O -0.76501 2.45759 -2.08997 0.2 1.3 -0.4 -0.048
H -1.66862 2.41722 -2.40318 -0.2 0.0 0.0 0.044
H -0.54819 1.55271 -1.86545 0.1 1.1 -0.9 -0.041
```
Positions in Å, forces in eV/Å.

Properties
HOMO-LUMO gap = 0.3586 Eh
Energy above the lowest of the compared OMol25 structures with the same formula, charge and spin = 365.6 kcal per mole
Total charge = -1
HOMO level = -6.6236 eV
Largest force on an atom = 0.1855 Eh/bohr
E_LUMO = 0.1152 hartree

---

2.
A cluster of 6 separate species, C36H86O20P2 in total at a distorted geometry, computed with ωB97M-V with the def2-TZVPD basis set.

The geometry in XYZ format:
```
144
Properties=species:S:1:pos:R:3:forces:R:3:lowdin_charge:R:1
C 4.30333 2.47033 3.84117 1.4 -0.1 -3.1 -0.098
C 3.77209 2.14635 5.15691 -0.6 0.4 1.2 -0.279
O 2.37981 1.86221 4.98968 -1.7 -1.0 1.4 -0.197
P 1.28049 1.46250 6.16455 0.0 -2.1 -0.4 0.590
O 1.67957 0.45624 7.23056 -0.3 2.7 -1.7 -0.270
O 0.75434 2.95526 6.63984 -1.3 -3.7 -2.6 -0.178
C 1.31746 3.55092 7.72196 2.3 1.6 1.9 -0.377
C 0.33573 3.87893 8.81670 -0.7 0.7 -0.9 -0.060
O 0.12059 0.81212 5.21188 0.7 1.8 1.1 -0.204
C -0.58659 -0.47157 5.38961 -0.2 2.2 0.3 -0.249
C 0.35218 -1.55201 5.16247 1.2 -1.1 0.1 -0.105
H 4.12497 3.42513 3.34655 0.0 0.5 0.9 0.084
H 5.36723 2.24205 3.77712 0.3 0.5 0.4 0.080
H 3.98626 1.83852 3.01147 -0.7 -0.8 0.4 0.066
H 4.37227 1.34091 5.58017 -0.6 -0.4 0.1 0.124
H 3.87018 2.99721 5.83108 0.1 0.1 0.1 0.119
H 2.16304 2.97207 8.09348 0.1 -0.2 0.2 0.111
H 1.72663 4.47689 7.31791 0.3 0.3 0.3 0.121
H -0.32659 4.59841 8.33527 -0.8 -0.3 0.0 0.075
H -0.20665 2.97904 9.10675 0.0 0.3 0.4 0.086
H 0.70205 4.51653 9.62129 0.6 -0.7 0.3 0.081
H -1.09743 -0.57972 6.34639 0.4 0.4 0.4 0.122
H -1.41784 -0.40247 4.68794 0.3 -0.1 -0.4 0.115
H 1.14390 -1.59801 5.91025 -0.5 -0.1 0.7 0.072
H -0.29125 -2.43061 5.20888 0.7 -0.6 -0.5 0.095
H 1.00399 -1.40801 4.30078 -0.8 -0.3 -0.8 0.075
C -2.50603 2.58148 -2.73867 0.3 -0.3 -1.0 -0.054
C -1.09199 2.03458 -2.90043 -0.5 0.6 0.4 -0.260
O -0.87012 1.32901 -1.65225 2.8 -0.2 1.3 -0.218
P 0.71408 1.46383 -1.13710 -2.8 0.7 1.7 0.523
O 1.64131 1.16829 -2.21069 1.0 0.1 -0.3 -0.222
O 0.79360 3.04808 -0.61409 2.4 -4.4 -2.8 -0.220
C 0.28082 3.64555 0.50399 -3.0 0.3 -0.9 -0.304
C 0.04220 5.03608 -0.04363 1.4 1.7 2.2 -0.073
O 0.75220 0.47900 0.17292 0.0 1.3 -0.7 -0.220
C 2.06343 0.07812 0.73807 -0.3 -0.6 -1.2 -0.189
C 2.39233 -1.35052 0.16530 0.7 1.0 0.7 -0.039
H -2.84881 2.97622 -3.69511 0.0 -0.1 -0.1 0.053
H -3.07497 1.68084 -2.50790 -0.5 0.3 0.2 0.073
H -2.67023 3.36077 -1.99446 0.4 -0.2 0.2 0.080
H -1.01784 1.36130 -3.75442 -0.2 -0.3 0.2 0.112
H -0.30826 2.77240 -3.07212 -0.1 0.3 0.2 0.097
H -0.71743 3.22751 0.63375 0.0 -0.4 1.0 0.117
H 0.92420 3.56064 1.37975 -0.1 0.2 0.0 0.128
H -0.60439 5.58875 0.63797 -0.2 0.2 -0.2 0.076
H 1.03138 5.46372 0.11994 0.1 0.8 -0.4 0.072
H -0.19214 5.23373 -1.08963 -0.4 -0.9 0.2 0.084
H 2.77718 0.86770 0.50304 0.3 -0.3 -0.5 0.104
H 2.03580 0.11627 1.82706 -0.7 -0.3 0.0 0.106
H 2.01634 -1.47950 -0.84963 -0.3 0.1 0.3 0.049
H 3.46867 -1.50489 0.08938 0.2 0.3 0.0 0.055
H 2.09285 -2.13597 0.85919 -0.6 0.1 -0.2 0.071
C -1.92431 -4.41799 -1.58198 -3.0 1.0 1.5 -0.178
O -0.79946 -4.75972 -2.20031 3.1 0.4 -1.3 -0.156
C 0.24004 -3.75661 -2.11661 0.8 -1.1 -2.3 -0.152
C 0.09419 -2.39899 -2.91988 -0.6 -0.5 0.8 -0.175
O -0.41425 -2.39917 -4.25970 1.0 -0.5 0.0 -0.163
C 0.44352 -3.05916 -5.25512 -0.2 1.3 -0.2 -0.110
C 1.29024 -2.06932 -6.23152 -0.8 -0.5 1.1 -0.162
O 0.60798 -1.47559 -7.34135 -0.3 -1.1 0.8 -0.188
C -0.56818 -0.77165 -6.94812 0.9 0.9 0.3 -0.098
H -1.78454 -4.44846 -0.50140 -0.3 0.3 0.3 0.091
H -2.77626 -5.05205 -1.82741 0.3 -0.7 -0.1 0.095
H -2.30465 -3.44819 -1.90280 0.2 0.5 0.3 0.080
H 1.05414 -4.35909 -2.51952 0.3 0.3 -0.6 0.108
H 0.70247 -3.54514 -1.15248 -1.1 0.3 0.8 0.107
H 1.04942 -1.88313 -2.82224 0.5 -0.2 -0.4 0.105
H -0.54228 -1.74947 -2.31895 -0.5 0.0 -0.3 0.108
H -0.23029 -3.66578 -5.86018 0.0 0.0 -0.1 0.121
H 1.08490 -3.74003 -4.69552 0.4 0.1 -0.3 0.106
H 2.15712 -2.60251 -6.62180 -0.3 -0.3 -0.3 0.113
H 1.73983 -1.29581 -5.60889 -0.2 0.4 0.3 0.111
H -0.98152 -0.28002 -7.82878 -0.2 -0.5 -0.1 0.093
H -0.24946 0.05759 -6.31656 0.0 0.3 0.3 0.078
H -1.27058 -1.34234 -6.34063 -0.1 -0.3 -0.4 0.070
C 1.06855 3.43557 -5.85794 -1.6 0.2 0.0 -0.057
O -0.31831 3.14829 -6.32236 1.0 -0.5 0.8 -0.213
C -1.15176 4.27602 -6.60390 0.9 0.2 0.6 -0.189
C -2.61327 3.93970 -6.99567 0.6 -1.6 -0.6 -0.151
O -3.23764 2.95759 -6.14460 1.1 1.4 0.4 -0.173
C -4.60062 2.75796 -6.38821 -0.4 -1.1 0.8 -0.187
C -5.27607 1.85546 -5.23722 0.7 0.5 -2.6 -0.139
O -5.09271 0.46838 -5.43804 -2.1 0.4 1.2 -0.174
C -3.81435 0.05207 -5.63675 1.7 -0.2 -1.9 -0.147
H 1.10237 4.07462 -4.97558 -0.6 0.2 0.2 0.073
H 1.69066 3.96055 -6.58284 -0.2 -0.2 -0.5 0.078
H 1.53543 2.50386 -5.53852 -0.3 -0.1 -0.4 0.083
H -0.61132 4.74118 -7.42832 -0.7 0.7 -0.4 0.118
H -1.09605 4.96541 -5.76144 -0.2 0.1 0.3 0.114
H -2.51329 3.55011 -8.00874 -0.1 -0.7 -0.2 0.117
H -3.28726 4.77346 -7.19236 0.3 0.7 0.8 0.121
H -4.67049 2.28196 -7.36629 -0.5 -0.4 -0.1 0.124
H -5.17909 3.67881 -6.46236 0.1 0.4 0.2 0.114
H -6.33760 2.00871 -5.43157 -0.1 0.1 0.6 0.120
H -4.94426 2.17694 -4.24997 0.0 0.1 0.0 0.108
H -3.70872 -1.03136 -5.58093 -0.2 0.0 0.9 0.096
H -3.05878 0.65212 -5.12964 0.1 -0.4 0.6 0.084
H -3.60398 0.20233 -6.69564 0.5 0.3 -0.4 0.082
C -7.63064 1.62057 4.20320 1.0 0.1 -1.8 -0.062
O -6.59044 2.15151 3.31364 0.3 -0.3 1.5 -0.186
C -5.87332 1.11813 2.66799 -2.0 -1.0 -0.8 -0.265
C -4.82524 1.66102 1.75657 1.4 0.2 1.3 -0.177
O -4.02969 0.64871 1.09892 -1.3 -0.3 -0.6 -0.132
C -4.75427 -0.39431 0.36118 -1.5 1.9 -1.0 -0.175
C -3.87631 -1.31522 -0.44319 0.3 -0.5 2.1 -0.182
O -3.24762 -2.16782 0.48678 0.5 -1.3 -1.7 -0.206
C -2.31028 -1.62587 1.34159 -0.1 0.3 1.4 -0.121
H -8.06249 2.46802 4.73559 -0.1 -0.2 -0.2 0.088
H -7.27250 0.84300 4.87791 0.4 0.2 0.2 0.081
H -8.29744 1.10861 3.50938 -0.7 0.2 0.3 0.081
H -6.60983 0.59463 2.05840 -0.4 -0.2 -0.4 0.107
H -5.52626 0.29840 3.29703 0.5 0.4 0.7 0.133
H -4.14169 2.16847 2.43727 0.6 -0.1 -0.1 0.126
H -5.22005 2.52399 1.22036 -0.2 -0.5 -1.1 0.129
H -5.42678 0.03272 -0.38278 0.1 1.0 -0.4 0.120
H -5.53895 -0.88966 0.93302 0.8 -0.6 0.8 0.118
H -3.16844 -0.75652 -1.05546 0.1 0.0 -0.2 0.124
H -4.44627 -2.05712 -1.00249 -0.4 0.7 -0.5 0.136
H -1.87955 -0.66198 1.07050 0.0 0.0 -0.4 0.086
H -1.51609 -2.35174 1.51616 0.0 0.0 0.0 0.085
H -2.90851 -1.47934 2.24090 0.7 0.3 0.8 0.084
C 3.73076 -2.86185 4.30408 -0.8 -2.6 -0.6 -0.148
O 3.98529 -1.62616 3.80924 1.7 2.5 -0.3 -0.184
C 5.40152 -1.39488 3.48548 -1.6 -0.2 0.0 -0.118
C 5.92403 -2.20625 2.28676 0.0 3.0 -1.0 -0.261
O 6.07374 -3.52463 2.37722 0.0 -4.4 -0.2 -0.134
C 5.36449 -4.42654 1.44428 1.4 0.5 1.0 -0.116
C 6.19586 -5.69950 1.31568 -0.3 -0.1 1.2 -0.215
O 6.20224 -6.44195 2.50268 0.0 -0.3 0.7 -0.179
C 6.92433 -7.66373 2.51245 -1.3 -0.4 0.1 -0.102
H 4.19279 -3.17235 5.24121 0.5 0.4 0.1 0.104
H 3.99025 -3.56203 3.51003 0.2 -0.7 0.5 0.063
H 2.66166 -3.03826 4.42240 -0.2 0.6 0.2 0.077
H 6.04147 -1.45983 4.36545 -0.1 -0.8 0.3 0.125
H 5.43736 -0.32496 3.28035 0.0 0.0 -0.6 0.104
H 6.91523 -1.80156 2.08217 0.4 0.5 0.1 0.126
H 5.37724 -1.99864 1.36697 -0.6 0.6 0.1 0.111
H 5.39674 -4.16932 0.38556 -0.2 1.3 0.0 0.121
H 4.34378 -4.43853 1.82653 -0.1 -0.8 -0.4 0.117
H 7.21609 -5.37627 1.10891 0.1 0.1 -0.5 0.133
H 5.78298 -6.31095 0.51333 0.1 0.0 -0.4 0.125
H 6.71857 -8.25625 1.62101 0.5 0.2 -0.6 0.082
H 6.43975 -8.28822 3.26298 0.2 0.2 0.4 0.084
H 7.98375 -7.60512 2.76202 0.1 0.4 -0.3 0.087
```
Positions in Å, forces in eV/Å.

Properties
HOMO-LUMO gap = 0.3550 Eh
Energy above the lowest of the compared OMol25 structures with the same formula, charge and spin = 129.9 kcal per mole
SMILES = CCOP(=O)(OCC)OCC.CCOP(=O)(OCC)OCC.COCCOCCOC.COCCOCCOC.COCCOCCOC.COCCOCCOC
HOMO level = -9.0725 eV
Largest force on an atom = 0.1122 Eh/bohr
E_LUMO = 0.0215 hartree